{"formula": "C3H6INO2S", "method": "wB97M-V/def2-TZVPD", "species": ["C", "C", "C", "N", "O", "O", "S", "I", "H", "H", "H", "H", "H", "H"], "xyz": [[0.522, 1.800, -0.478], [-0.790, 2.059, -1.136], [-0.071, -2.803, 1.113], [0.767, -0.829, -0.206], [1.532, 2.396, -0.518], [-1.204, 0.126, 0.988], [0.227, 0.360, 0.835], [2.714, -0.719, -0.610], [-0.599, 2.065, -2.204], [-1.558, 1.240, -0.801], [-1.204, 3.086, -0.823], [0.822, -3.445, 1.543], [-0.541, -2.213, 1.980], [-0.616, -3.122, 0.316]], "e_homo_ev": [-8.567, -8.309], "e_above_lowest_kj_mol": 416.03, "gap_ha": [0.2988, 0.2429], "max_force_ev_per_a": 5.9}